(1)
The following is a DFT calculation (ωB97M-V/def2-TZVPD) of a cluster of 6 separate species, C27H57O21P3 in total.

Computed properties:
spin multiplicity	1
relative energy (zero: lowest compared OMol25 entry of this formula, charge and spin)	526.3	kJ/mol
net charge	0
E	-99789.980	eV
lowest unoccupied orbital energy	0.263	eV
E_HOMO	-10.41	eV

XYZ file:
```
108
C27H57O21P3 | the OMol25 dataset | ωB97M-V/def2-TZVPD
P 22.0229 5.9807 16.1337
P 13.4793 -7.0965 15.7368
P 14.0239 0.4435 29.0310
O 14.0798 -14.6982 19.7857
O 20.8594 5.7107 15.2179
O 8.3229 -2.6871 16.6485
O 13.4427 -5.8018 16.7522
O 15.5856 -12.9655 20.0877
O 13.1090 1.5213 28.1089
O 24.4036 -2.7489 17.2848
O 15.4134 0.1385 28.6154
O 22.2778 7.5885 16.3918
O 23.2977 -3.7934 18.7676
O 8.6870 -1.9423 18.8610
O 12.6049 -6.4834 14.5271
O 9.6168 -0.8809 17.0315
O 25.3249 -4.5245 18.1016
O 13.8867 1.0644 30.5287
O 14.9158 -7.5258 15.4986
O 12.9576 -0.8361 29.1120
O 12.5177 -8.2401 16.3593
O 15.5028 -13.9385 18.1251
O 21.9278 5.6088 17.7287
O 23.5088 5.4660 15.6157
C 24.4310 -3.7593 18.1070
C 14.2613 -5.7796 18.0008
C 13.5680 -7.1058 12.4602
C 11.6262 -0.6272 29.6777
C 20.8938 4.0889 19.3756
C 13.6856 -4.5155 18.7907
C 21.3201 8.6329 16.2900
C 16.4758 -12.2707 19.2265
C 11.8233 -0.9767 31.1136
C 12.6833 1.2842 26.7843
C 8.8240 -1.8294 17.6208
C 13.4044 -5.9688 13.5209
C 9.8915 -1.2830 15.7190
C 11.3555 2.0640 26.4339
C 22.3654 -2.8786 18.1752
C 11.0749 -8.1716 16.2999
C 10.5066 -8.1450 17.7136
C 25.1798 7.1823 15.2446
C 13.6187 3.1804 31.7077
C 14.4240 2.2817 30.7854
C 20.6586 5.1742 18.3210
C 14.9701 -13.9775 19.3990
C 23.3019 -1.9105 17.3677
C 24.2660 6.1760 14.7227
C 8.7028 -2.1742 15.3814
C 20.2792 8.5180 17.3719
C 16.6808 -13.2414 18.0762
H 21.8959 3.7340 19.1350
H 14.2425 -6.7044 18.5775
H 19.6808 9.4021 17.1523
H 24.7260 8.1619 15.0942
H 14.3843 -5.6024 13.8269
H 21.7428 -3.4302 17.4708
H 15.2384 1.9357 31.4218
H 13.4883 1.7520 26.2175
H 26.0401 7.1572 14.5758
H 11.8987 -2.0558 31.2472
H 9.4169 -8.1472 17.6886
H 10.5693 1.5746 27.0087
H 7.8458 -1.6959 14.9073
H 10.9294 -1.2158 29.0810
H 9.0598 -2.9499 14.7039
H 10.9681 1.9182 25.4256
H 13.1511 2.7388 32.5877
H 21.5717 -2.4322 18.7743
H 10.9191 -7.2161 18.1072
H 14.4961 -7.6224 12.7049
H 10.0613 -0.4988 14.9813
H 10.7001 -7.3221 15.7289
H 20.8396 8.3936 15.3413
H 20.2063 5.9933 18.8801
H 16.7594 -12.8869 17.0485
H 12.5986 -4.4814 18.7190
H 12.9843 -5.0697 13.0700
H 10.8419 -9.1453 15.8690
H 14.9248 2.7941 29.9640
H 20.6005 8.4853 18.4130
H 19.6079 7.6795 17.1871
H 17.3744 -12.1110 19.8223
H 21.9679 9.5039 16.1912
H 12.7268 -0.6824 31.6477
H 14.1720 4.0494 32.0639
H 14.1498 -3.5880 18.4555
H 16.0595 -11.2987 18.9618
H 12.6772 -7.7331 12.4936
H 13.9801 -4.6302 19.8339
H 10.9450 -0.7527 31.7190
H 20.9125 4.3785 20.4263
H 24.8370 5.5202 14.0654
H 11.0505 -8.8322 18.3617
H 12.5569 0.2205 26.5827
H 19.9406 4.7770 17.6034
H 11.2338 3.0969 26.7601
H 10.9091 -1.6304 15.8975
H 17.4818 -13.9539 18.2735
H 11.1569 0.3414 29.5052
H 23.5858 -1.0879 18.0241
H 22.7646 -1.6737 16.4494
H 23.6101 6.7208 14.0437
H 25.6032 6.9286 16.2165
H 12.7754 3.6132 31.1694
H 20.1773 3.2746 19.2679
H 13.7166 -6.8525 11.4104
H 15.3169 -5.5295 17.8942
```

(2)
The following is a DFT calculation (ωB97M-V/def2-TZVPD) of a structure of composition C27H58CdF6O17P3.

Computed properties:
spin multiplicity	1
net charge	+1
E	-112483.628	eV
lowest unoccupied orbital energy	-2.954	eV
E_HOMO	-12.09	eV

XYZ file:
```
112
C27H58CdF6O17P3 | the OMol25 dataset | ωB97M-V/def2-TZVPD
Cd 13.6247 14.3925 14.3593
P 18.2438 19.7004 14.8827
P 10.5513 13.2062 13.0988
P 16.2635 12.0145 12.0690
F 15.5638 16.2653 12.0935
F 13.7274 15.4881 11.3799
F 14.4223 17.3217 10.4698
F 16.6319 18.4185 20.0140
F 15.0511 17.9465 21.4736
F 17.0448 17.2745 21.7693
O 16.9359 15.8715 19.3380
O 17.6115 11.3162 11.9994
O 14.4761 13.6946 16.0370
O 15.0617 15.2567 20.4368
O 16.4733 13.3023 11.1081
O 18.4925 18.2975 15.5833
O 16.8810 19.8634 14.3000
O 9.3400 14.0326 12.5634
O 19.4357 19.7392 13.8036
O 11.8131 14.0607 13.2468
O 13.4836 16.9538 13.8714
O 15.9844 12.7567 13.4846
O 15.1296 11.1833 11.6582
O 13.4191 18.5787 12.3651
O 10.0619 12.5679 14.4400
O 18.5655 20.9222 15.8208
O 10.7980 12.0959 12.0725
C 12.7093 19.4340 13.3732
C 9.3358 14.7170 11.3072
C 17.4808 17.5123 16.3085
C 13.6177 13.1468 17.0648
C 18.8370 14.4426 19.0718
C 8.7966 12.3864 16.4643
C 16.1084 17.4986 20.8340
C 17.0554 16.3404 15.4353
C 8.2719 14.1930 10.3658
C 15.9270 16.0734 20.1696
C 9.5247 13.3500 15.5649
C 16.9131 12.9191 9.7898
C 12.2340 10.5695 13.5289
C 16.2575 11.8061 14.6529
C 13.6533 20.2452 14.2000
C 19.6307 22.1326 17.7360
C 18.8950 11.9043 12.2640
C 19.6723 18.1649 11.8454
C 14.3546 16.6015 11.6258
C 13.7075 17.4120 12.7968
C 17.3352 14.4990 19.0179
C 11.9697 11.1419 12.1412
C 17.3171 12.3714 15.5616
C 19.0530 19.4426 12.3719
C 19.8905 10.7614 12.4902
C 15.7936 12.8728 8.6536
C 19.2467 20.7244 17.1589
H 10.2749 14.4789 10.8799
H 11.3092 10.3147 14.1458
H 8.6332 13.1467 10.0682
H 16.8473 13.8543 19.7565
H 14.8521 12.4995 9.0896
H 15.5132 13.8906 8.3629
H 20.8462 11.1720 12.7418
H 7.3290 14.1390 10.8895
H 8.1177 14.8390 9.4890
H 14.0776 13.0651 18.0298
H 19.2813 17.2685 12.3984
H 9.5859 11.8589 16.9902
H 13.0680 21.1090 14.4966
H 15.2752 11.7615 15.1456
H 10.4245 13.8066 16.0477
H 16.0558 15.8980 15.5213
H 12.0868 18.8018 13.9983
H 17.9592 19.4162 12.2744
H 12.8261 13.8619 17.2379
H 16.9448 14.2810 18.0243
H 11.6547 10.4305 11.3910
H 19.5561 22.8484 16.9441
H 19.9428 10.0252 11.6424
H 16.4515 10.7950 14.2485
H 8.7902 14.1191 15.2567
H 19.2847 18.0137 10.8977
H 13.1571 12.1778 16.8129
H 12.8684 9.6760 13.3887
H 20.6541 22.3085 18.1284
H 19.4637 10.2207 13.3913
H 19.1757 14.6886 20.0457
H 8.1965 11.7547 15.8572
H 20.1311 20.0970 16.9723
H 9.2816 15.8096 11.4930
H 17.8685 15.5842 15.3577
H 17.4276 11.7786 16.4271
H 12.0457 20.0719 12.8717
H 17.0359 13.4001 15.9265
H 16.5882 18.2203 16.4226
H 14.0438 19.6847 15.0390
H 19.1377 13.4406 18.7857
H 16.2141 12.3168 7.9031
H 18.3153 12.3262 15.1526
H 19.3265 20.2797 11.7486
H 17.0322 16.7636 14.3659
H 19.2461 12.4390 11.4170
H 17.9427 17.3261 17.2562
H 18.7849 12.5842 13.0394
H 20.7763 18.0812 11.8718
H 19.3509 15.1572 18.4198
H 12.8471 11.3574 14.0488
H 17.8241 13.4795 9.4842
H 8.2085 12.8962 17.2389
H 18.9762 22.5780 18.4723
H 18.6369 20.0642 17.7552
H 12.8400 11.7115 11.8022
H 14.4143 20.5950 13.5658
H 17.3579 11.9209 9.9133
```

(3)
The following is a DFT calculation (ωB97M-V/def2-TZVPD) of a structure of composition C27H58N13O21.

Computed properties:
spin multiplicity	1
relative energy (zero: lowest compared OMol25 entry of this formula, charge and spin)	130.9	kJ/mol
net charge	+1
E	-91256.117	eV
lowest unoccupied orbital energy	-6.046	eV
E_HOMO	-9.69	eV

XYZ file:
```
119
C27H58N13O21 | the OMol25 dataset | ωB97M-V/def2-TZVPD
O -1.9357 -4.3315 -5.6294
O 0.0013 -5.2415 -2.7984
O -3.3467 -0.1315 -1.9754
O 0.9793 0.3025 4.9106
O -1.2837 -6.0485 -1.2714
O -1.8777 -3.0585 -0.5734
O -0.0507 1.9295 -0.9334
O 3.2123 4.1725 4.6526
O -1.4787 4.3695 0.5566
O -0.1627 3.8975 -5.2694
O -1.3807 2.5085 -4.0674
O 1.4303 -2.8075 -5.3354
O 1.6703 4.0755 3.1786
O 1.2283 6.5085 -0.5104
O -2.0957 -4.2545 1.1256
O 0.5503 -0.0835 6.9556
O -3.2487 3.5495 1.3776
O 1.1273 -1.0195 -6.7754
O -3.9067 0.2645 -0.0274
O 2.2263 4.5665 -0.9474
O -2.4657 -2.3575 -5.6554
N -2.4067 4.4805 1.2206
N 0.8873 -2.2165 -6.3664
N -2.3247 -3.3225 -5.0274
N 1.3793 5.4335 -1.1424
N -0.8237 2.9075 -5.1424
N -3.6247 0.7135 -1.1264
N 5.3803 -5.3425 3.7926
N -3.4367 2.4575 6.3846
N 2.7443 4.5275 3.6156
N 0.5093 0.7225 -0.7074
N -2.5417 -3.6555 0.1796
N 0.7623 0.6565 6.0226
N -0.1827 -5.8805 -1.7714
C 1.3493 0.0165 -1.7654
C 6.0073 -5.2875 2.5056
C 0.6963 2.1215 6.3166
C 1.9713 1.0995 -2.6814
C 2.4603 -0.9895 -1.2344
C -3.1507 3.1295 5.2606
C -0.7737 2.0885 -6.3374
C 0.8993 -1.2005 0.8316
C 4.1103 -4.7785 3.7026
C 0.3083 5.2915 -2.1434
C -2.3897 -3.2585 -3.5704
C 3.8073 -4.2785 2.4046
C -3.4147 1.0355 6.3256
C 0.6563 0.4005 0.6996
C 1.7473 1.1545 1.4436
C -0.6507 0.6055 1.5076
C 4.9313 -4.7305 1.5556
C 0.2823 -0.7685 -2.6494
C -3.9977 -3.4455 0.0476
C 3.6963 5.1335 2.6536
C 1.9523 -1.8295 -0.0244
C -2.1967 5.3465 2.3966
C 0.8233 -6.0495 -0.8304
C 0.2953 -3.2415 -7.3954
C -2.6437 0.7235 5.0036
C -2.6367 2.0555 4.2026
C -4.1297 1.9535 -1.5624
H 2.9363 -2.2105 0.5276
H -0.6217 -2.8135 -7.5974
H 1.1153 1.6925 -3.1814
H 2.6823 0.7785 1.2496
H 4.6723 4.6595 2.8116
H -1.4817 2.3975 -7.0564
H 5.6453 -5.7515 4.6056
H -1.9117 6.2585 2.0176
H 1.7513 2.3675 6.3986
H 0.8023 -1.3005 -3.5044
H -4.1867 -2.4585 -0.3284
H 5.0503 -4.5795 0.5496
H 2.6713 0.6185 -3.3714
H -4.3097 -3.3585 1.0936
H 0.0563 -4.0695 -6.8664
H 1.8423 2.1005 1.2526
H 3.3503 -5.0215 4.5716
H 2.8513 -1.6595 -2.0524
H 2.5373 1.7345 -1.9504
H 0.8303 -1.5355 1.9586
H 1.6603 -6.6135 -1.0754
H -4.3977 -4.3515 -0.3574
H -5.0857 2.1735 -1.1494
H -3.0987 -2.6615 -3.1214
H -3.3377 4.2375 5.1686
H -3.8927 0.4665 7.0216
H -4.0777 2.9935 7.0906
H 0.7573 5.5295 -3.0374
H 7.0603 -5.6695 2.3806
H 3.2083 -0.3095 -0.6144
H 0.6213 -6.4195 0.3036
H -1.0557 1.6245 1.4236
H 0.1063 4.2755 -2.5474
H -2.4717 -0.3725 4.8646
H -2.7257 -4.4345 -3.2494
H 0.2163 2.7405 5.4556
H -1.2887 -3.1315 -3.3184
H 0.3243 2.0465 -6.5444
H -1.5597 -0.1685 0.8526
H 0.8243 -3.3905 -8.3184
H 1.6983 -2.8275 -0.1914
H -0.3867 -1.4735 -2.1774
H -1.1237 1.0605 -6.0264
H -3.4097 2.5655 -0.9734
H -3.1957 5.4995 2.7396
H -0.5817 5.8565 -1.7174
H -0.8387 -0.1065 2.3706
H 1.5283 1.3135 2.5006
H 1.2243 -4.9625 -0.7294
H 3.4243 4.7365 1.6136
H -1.6957 4.9895 3.1336
H -0.2927 -0.0425 -3.1984
H -4.2407 1.8705 -2.6614
H 3.6963 6.1585 2.5346
H 0.0473 1.9845 7.0206
H 0.1213 -1.7635 0.5346
H -2.3697 2.0985 3.2086
H 2.8023 -3.9555 2.0816
```

(4)
The following is a DFT calculation (ωB97M-V/def2-TZVPD) of a cluster of 6 separate species, C27H58O7 in total.

Computed properties:
spin multiplicity	1
net charge	0
E	-43269.849	eV
lowest unoccupied orbital energy	0.622	eV
E_HOMO	-9.67	eV

XYZ file:
```
92
C27H58O7 | the OMol25 dataset | ωB97M-V/def2-TZVPD
O -3.0269 0.7561 -1.5249
O 2.4967 2.6760 1.4523
O 4.2214 -4.2026 3.1495
O -3.3701 0.3006 0.6606
O -1.0373 -7.1316 1.5917
O -2.8872 6.0571 -2.1118
O -1.9419 6.8845 -10.0687
C -4.1628 4.0198 -2.3066
C -1.9193 7.1209 -8.6613
C -3.8989 5.5887 -4.2512
C -1.1784 0.3049 1.2961
C 6.5873 -4.4038 3.5712
C 4.7970 2.5985 0.7317
C 0.9384 -3.4610 2.7354
C 0.3009 -0.9721 2.9591
C 5.2668 -3.8107 4.0385
C 0.5247 -2.1632 2.0202
C 0.0270 0.3619 2.2177
C 3.7231 1.9590 1.5980
C -1.3084 1.3478 0.1577
C -1.0576 -8.5579 1.6385
C -2.8141 3.2808 0.8230
C -2.6521 0.7962 -0.4035
C -1.1923 5.9818 -7.9625
C -2.3817 -9.0336 2.2168
C -3.3411 7.2684 -8.1422
C 4.9302 -4.2573 5.4532
C -0.8306 -9.1196 0.2431
C -2.5942 0.3041 1.8530
C -3.2419 5.0039 -3.0099
C -3.9595 3.2881 1.1775
C 1.2405 -4.5367 1.6502
C 4.1328 1.9385 3.0626
C -1.4320 2.8367 0.5368
H -2.3141 4.5013 -3.2890
H -0.0242 1.1499 2.9783
H 0.9082 -5.5321 1.9384
H 3.3500 1.4842 3.6722
H 4.1588 -5.1639 3.1695
H -0.2406 -8.8633 2.2940
H -3.2299 6.2987 -4.7412
H 0.0793 -3.7665 3.3431
H -3.9194 6.3589 -8.3288
H -3.6973 6.5096 -1.8550
H -4.8076 6.1369 -3.9865
H 2.3136 -4.4737 1.4489
H 5.7036 -3.9512 6.1597
H 0.8889 0.6099 1.5833
H 1.8203 -3.2943 3.3572
H -0.7519 3.1420 1.3353
H -0.4292 1.1247 -0.4500
H -0.4228 -2.3822 1.5123
H 1.1124 -0.8162 3.6772
H 0.7361 -4.2139 0.7328
H 4.2810 2.9556 3.4363
H 6.5365 -5.4962 3.5585
H 0.1178 -8.7646 -0.1622
H 5.7412 2.0567 0.8073
H -0.1772 5.8820 -8.3490
H -1.7002 5.0305 -8.1448
H -3.3499 7.4713 -7.0699
H 4.4864 2.6133 -0.3138
H -2.4162 -10.1223 2.2843
H -1.1295 3.4156 -0.3461
H 3.5352 0.9396 1.2560
H 6.8121 -4.0820 2.5534
H -1.3740 8.0531 -8.5067
H -4.4315 3.1910 -2.9639
H 1.2378 -1.8732 1.2352
H -4.1605 4.8058 -4.9654
H 5.3206 -2.7214 4.0009
H -2.5351 -8.6175 3.2134
H -1.1406 6.1467 -6.8846
H -3.6825 3.6159 -1.4153
H 5.0574 1.3773 3.2072
H 2.6433 3.5803 1.7495
H 4.9665 3.6367 1.0308
H -3.8544 8.0823 -8.6560
H -0.8195 -10.2109 0.2524
H -2.7819 1.1794 2.4901
H -3.2169 -8.6968 1.5963
H 3.9780 -3.8312 5.7724
H -2.4205 6.0631 -10.2217
H 7.4096 -4.1020 4.2221
H -4.9731 3.3343 1.4850
H 4.8268 -5.3449 5.5000
H -2.7647 -0.5315 2.5395
H -1.6166 -8.7855 -0.4399
H -1.7538 -6.8439 1.0160
H -5.0815 4.5163 -1.9777
H -1.1565 -0.6301 0.7170
H -0.6061 -1.1762 3.5498
```

- The highest E_HOMO belongs to which entry?
  C27H58O7